{
  "formula": "C48H110AgO27S17Tl",
  "method": "ωB97M-V/def2-TZVPD",
  "total_charge": -2,
  "lumo_ev": -1.051,
  "symbols": ["Tl", "Ag", "S", "S", "S", "S", "S", "S", "S", "S", "S", "S", "S", "S", "S", "S", "S", "S", "S", "O", "O", "O", "O", "O", "O", "O", "O", "O", "O", "O", "O", "O", "O", "O", "O", "O", "O", "O", "O", "O", "O", "O", "O", "O", "O", "O", "C", "C", "C", "C", "C", "C", "C", "C", "C", "C", "C", "C", "C", "C", "C", "C", "C", "C", "C", "C", "C", "C", "C", "C", "C", "C", "C", "C", "C", "C", "C", "C", "C", "C", "C", "C", "C", "C", "C", "C", "C", "C", "C", "C", "C", "C", "C", "C", "H", "H", "H", "H", "H", "H", "H", "H", "H", "H", "H", "H", "H", "H", "H", "H", "H", "H", "H", "H", "H", "H", "H", "H", "H", "H", "H", "H", "H", "H", "H", "H", "H", "H", "H", "H", "H", "H", "H", "H", "H", "H", "H", "H", "H", "H", "H", "H", "H", "H", "H", "H", "H", "H", "H", "H", "H", "H", "H", "H", "H", "H", "H", "H", "H", "H", "H", "H", "H", "H", "H", "H", "H", "H", "H", "H", "H", "H", "H", "H", "H", "H", "H", "H", "H", "H", "H", "H", "H", "H", "H", "H", "H", "H", "H", "H", "H", "H", "H", "H", "H", "H", "H", "H", "H", "H", "H", "H", "H", "H"],
  "positions_angstrom": [[-2.51340, -4.93174, 0.79031], [2.49807, 2.90824, -0.05487], [1.60824, -4.32317, -5.74184], [1.63830, -4.88592, 1.11520], [-1.50758, 6.50693, 2.06987], [-0.24661, -5.85853, -2.34912], [3.97608, -0.18473, 3.87692], [-5.79684, -1.74989, 5.73649], [4.37158, -1.64399, -2.22840], [-5.00984, 2.86232, 4.06557], [0.00167, 0.45003, -5.37761], [4.75488, 4.13304, 2.67068], [-1.59487, -2.21060, 3.93837], [-4.13301, -3.90076, -2.78195], [-2.66373, 2.18136, -2.50400], [7.88070, 0.11659, 0.60381], [4.86879, 2.68049, -5.05196], [-6.85877, 0.20020, -1.16274], [0.04891, 3.67315, 5.93906], [-6.34596, 1.37271, -0.34428], [5.48105, -1.32139, -1.17775], [0.01716, 1.66483, 1.22283], [1.69726, 5.45471, 0.90649], [8.76235, 0.33639, 1.83316], [-3.60685, 2.43088, -3.67366], [-1.72966, -3.68186, 3.37336], [0.22910, -4.94432, 1.63248], [-0.78987, -3.16652, -0.95826], [0.48945, 0.10818, -6.78002], [-3.33723, -4.75320, -1.82658], [2.88407, -1.05684, 4.46724], [4.44402, 3.11326, 1.59712], [-6.40632, 2.35916, 4.41141], [5.45303, 1.60933, -5.96820], [-2.46385, 6.29693, 3.28832], [2.55790, 4.95398, -1.89445], [0.97387, 3.52295, 7.11833], [0.45708, 9.63312, -0.64016], [1.65096, 0.74210, -0.88584], [-1.04500, -6.35578, -1.13421], [0.91588, 8.97031, -3.15210], [-4.31396, -6.35768, 3.21515], [0.28514, -4.89327, -6.26464], [-4.40782, -1.14884, 5.95981], [-2.69729, -2.12699, 0.63300], [-5.55695, -4.48722, 0.80102], [-2.25484, 7.76413, 0.98684], [-3.84345, 1.63240, 4.65944], [-6.04681, 0.19766, -2.87514], [6.59634, 4.40981, 2.68260], [-6.00488, -1.73199, 3.92224], [7.21442, 1.74950, -0.08683], [1.65740, 6.76330, -2.68570], [-1.73094, -2.38264, 5.71560], [-1.63904, -1.46672, 0.48581], [-0.51463, 2.19012, -5.51418], [3.08491, 2.94004, -5.53531], [-6.17065, -4.88220, 2.05134], [3.64380, -0.16301, 2.03934], [-6.96105, -0.41797, 6.26337], [0.84845, 8.48448, -0.81015], [1.02565, 7.46068, 0.21353], [-2.98080, -2.69034, -3.53406], [0.79370, 4.82606, 4.74459], [-6.01223, -1.27434, -0.39067], [-0.63201, -2.01321, -0.63740], [-0.98863, -7.02079, -3.46923], [9.08318, -0.05060, -0.86006], [1.08294, -3.08624, -4.51248], [4.73914, 3.09283, 4.15704], [-1.71257, -0.14889, -5.41066], [1.39053, -6.69004, -2.34162], [2.56714, -3.73668, 2.23124], [4.46370, 1.69169, -3.49425], [-1.76979, 5.21569, 0.87908], [1.48832, 6.25613, -0.11561], [1.09181, 8.06077, -2.36940], [0.12704, -1.53764, 3.61759], [-0.22753, 0.54165, 0.61639], [0.43631, -1.11941, -1.20124], [-5.37215, -5.36180, 3.33784], [-4.48934, -4.76039, -4.34307], [0.60507, 0.02299, -0.56638], [-1.29840, -0.15497, 1.06054], [0.39839, 2.24036, 4.83227], [2.35848, -2.95196, -6.72706], [-4.74855, 2.32579, 2.23344], [3.39397, -2.95133, -1.31930], [-3.47422, 1.93806, -0.85728], [4.99223, -2.60053, -3.69703], [2.46797, -6.49219, 1.47170], [-2.22317, 3.97794, -2.26531], [1.86184, 5.93776, -1.58569], [5.41655, -1.42129, 3.73113], [0.20916, -0.51929, 3.99747], [5.92157, -3.10405, -3.43079], [-3.03188, 4.58831, -1.86340], [3.60549, -3.81837, 1.90992], [0.30906, 4.81203, 3.76836], [7.21977, 3.52228, 2.57437], [2.19479, -6.85486, 2.46264], [-2.15949, 8.67765, 1.57376], [-6.67302, 0.49676, 5.74530], [-5.05273, 1.29787, 2.03606], [-1.47954, 3.86408, -1.47655], [-6.10524, -5.62678, 4.09972], [6.09409, -1.10292, 2.93887], [1.67531, -2.14027, -6.97715], [7.91209, 2.30482, -0.71370], [-1.82916, 7.79516, -0.01612], [5.87915, -1.53307, 4.71174], [-1.26102, 4.33448, 1.26988], [1.02829, -1.50181, -2.01961], [-2.64699, 2.18900, -0.19334], [-1.51955, -1.42473, 6.19082], [-4.29036, 2.62440, -0.63153], [6.85450, 2.24030, 0.81742], [3.44555, -1.19159, 1.73796], [-0.16301, 2.36869, 3.90681], [0.89269, -2.16164, 4.07857], [-2.84615, 5.09448, 0.75715], [5.29150, 1.23255, -2.95385], [2.44422, -3.17618, -1.80459], [0.14079, 1.32522, 5.36543], [2.66109, -3.32969, -7.70372], [1.78498, 4.41616, 4.55106], [4.33521, 0.29362, 1.33114], [0.23115, -2.55209, -4.93348], [-5.15322, -5.56408, -4.02457], [9.95678, 0.59916, -0.91235], [4.95154, 3.51269, 5.14025], [-6.09770, 1.21760, -3.25625], [8.69121, 0.06779, -1.87023], [3.21748, -2.49534, -6.23542], [-4.93751, -4.10745, -5.09201], [0.31336, 2.88037, -5.67572], [-1.03526, 2.39442, -4.57860], [2.43617, 2.09526, -5.30385], [-6.18072, -0.77765, 3.42585], [1.38573, -7.57150, -1.70045], [2.97987, -2.42555, -0.45897], [-3.67083, -2.11953, -4.15545], [3.94602, -3.82752, -0.97925], [-3.54543, -5.21794, -4.63937], [0.65170, 5.82810, 5.14938], [1.74350, -7.06851, -3.30093], [-6.82884, -5.70737, 1.77934], [-1.06631, -3.16577, 6.08040], [2.01544, 6.57458, -3.68700], [5.06025, -2.36618, 3.32082], [2.11600, -6.03110, -1.86456], [-5.00650, -0.12768, -2.87464], [-6.16014, -1.33696, 0.68744], [-1.73216, 0.17927, 1.99142], [-6.89867, -0.22806, 7.33489], [-3.77073, 0.90038, -0.70432], [9.62960, -0.99305, -0.89606], [-1.11447, -7.98091, -2.96878], [-6.92062, -2.32303, 3.90851], [-5.02417, -0.82153, -0.47316], [-1.30359, 5.49985, -0.06432], [1.93796, -7.16671, 0.79923], [-2.29744, 0.31640, -4.61722], [-2.00580, -6.66323, -3.62923], [-5.16893, -2.24767, 3.44963], [4.23677, -3.37813, -3.80984], [5.32341, 2.18141, 4.03040], [3.83104, 0.84160, -3.74955], [-1.68751, -1.21495, -5.18480], [-6.70598, -0.49995, -3.39179], [3.00447, 2.98301, -6.62149], [-1.28219, 2.37632, -6.26536], [2.22486, -2.70382, 2.16681], [-4.94793, -4.46397, 3.78734], [-2.08076, -3.07403, -4.01448], [0.36733, -1.54036, 2.55441], [-7.94435, -0.80231, 5.99225], [-6.84250, -4.05813, 2.29141], [-1.70799, 4.37729, -3.13893], [-5.25895, 2.97838, 1.52513], [6.81108, 5.08990, 1.85830], [3.53696, -6.51843, 1.26035], [3.67874, 2.88004, 4.29263], [-3.67841, 2.49305, 2.11124], [-3.90009, 1.57705, 5.74656], [-6.22393, -2.17005, -0.97460], [-2.70921, -2.10305, -2.65688], [5.04406, -2.08752, -4.65737], [2.46947, -4.02895, 3.27678], [0.69394, -3.60643, -3.63717], [-0.60713, -7.10084, -4.48714], [2.66956, 3.88448, -5.18372], [1.42987, 1.95390, 4.62713], [-2.81152, 1.80023, 4.35115], [6.86925, 5.02703, 3.53856], [2.68806, 0.27438, 1.75062], [-3.33063, 7.59190, 1.02022], [6.34507, 1.53394, -0.70800], [3.80936, 2.19139, -2.77994], [-2.25154, -0.00925, -6.34773], [0.86560, 7.71543, 1.25077], [-3.97956, 0.62012, 4.27881], [1.91947, -2.39196, -4.43306], [-2.70805, -2.70060, 6.07928]],
  "mulliken_charge": [1.401, 1.176, 0.492, 0.882, 0.626, 1.069, 0.327, 0.406, 0.884, 0.442, 1.029, 0.512, 1.094, 0.564, 0.841, 0.630, 0.423, 0.207, 0.544, -0.478, -0.627, -0.684, -0.515, -0.682, -0.714, -0.714, -0.650, 0.494, -0.801, -0.570, -0.548, -0.393, -0.719, -0.685, -0.734, -0.725, -0.716, -0.716, -0.786, -0.810, -0.711, -0.480, -0.671, -0.540, -0.776, -0.400, -1.123, -0.293, -0.499, -1.149, -0.584, 0.187, -1.038, -1.176, -0.063, -0.632, -0.438, -0.266, 0.666, -0.700, 0.202, -0.236, -1.084, -0.024, 0.416, 0.097, -1.174, -1.187, 1.119, -0.559, -0.306, -1.138, -0.503, -0.447, -0.442, -0.237, 0.547, 0.598, -0.105, -0.170, -0.071, -1.164, -0.203, -0.360, -0.633, -0.717, -0.416, 0.177, 0.588, -1.081, -1.243, -0.754, 0.559, -0.678, -0.560, 0.407, 0.415, 0.474, -0.123, 0.270, 0.381, 0.388, 0.031, 0.126, -0.159, 0.349, 0.131, 0.204, 0.543, 0.270, 0.410, -0.059, 0.615, -0.294, 0.329, 0.760, -0.553, -0.430, 0.058, 0.622, 0.615, 0.283, -0.248, 0.290, 0.430, -0.203, 0.255, -0.212, 0.433, 0.399, 0.501, 0.359, 0.324, 0.143, 0.376, 0.288, -0.133, -0.285, 0.411, 0.407, -0.780, 0.705, 0.813, 0.252, 0.448, 0.444, 0.352, 0.378, 0.397, 0.104, 0.073, -0.231, -0.053, 0.463, 0.371, -1.188, 0.351, 0.397, 0.497, -0.588, -0.066, 0.328, -0.059, 0.157, -0.242, 0.293, 0.375, -0.043, -0.072, 0.480, 0.464, 0.369, -0.796, -0.016, 0.440, -0.853, 0.375, 0.220, 0.418, 0.496, 0.420, 0.367, -0.264, -0.073, 0.452, 0.393, -0.069, 0.282, 0.626, -0.846, 0.319, 0.319, 0.274, 0.158, 0.385, -0.379, 0.372, -0.160, 0.314, 0.454, 0.589, -0.169, -0.036, 0.303]
}


{
  "formula": "CH3Cl2OP",
  "method": "ωB97M-V/def2-TZVPD",
  "smiles": "COP(Cl)Cl",
  "relative_energy_kj_mol": 109.85,
  "lumo_ev": 0.362,
  "symbols": ["Cl", "Cl", "P", "O", "C", "H", "H", "H"],
  "positions_angstrom": [[2.02722, 1.74501, 1.11266], [2.74120, -1.08435, -0.30938], [1.24439, -0.34413, 0.76672], [0.15739, -0.21647, -0.45158], [-1.26568, -0.04787, -0.22942], [-1.68187, -0.87549, 0.32190], [-1.53472, 0.89843, 0.11498], [-1.68793, -0.07512, -1.32588]],
  "nbo_charge": [-0.408, -0.257, 1.157, -0.829, -0.254, 0.192, 0.194, 0.205]
}


{
  "formula": "C26H34F3N2O6S2Si",
  "method": "ωB97M-V/def2-TZVPD",
  "relative_energy_kj_mol": 0.00,
  "total_charge": -1,
  "lumo_ev": 1.279,
  "symbols": ["S", "S", "Si", "F", "F", "F", "O", "O", "O", "O", "O", "O", "N", "N", "C", "C", "C", "C", "C", "C", "C", "C", "C", "C", "C", "C", "C", "C", "C", "C", "C", "C", "C", "C", "C", "C", "C", "C", "C", "C", "H", "H", "H", "H", "H", "H", "H", "H", "H", "H", "H", "H", "H", "H", "H", "H", "H", "H", "H", "H", "H", "H", "H", "H", "H", "H", "H", "H", "H", "H", "H", "H", "H", "H"],
  "positions_angstrom": [[1.33737, -4.03756, -5.73341], [8.44239, 0.84030, -3.72783], [-2.60237, 1.20285, 4.62364], [6.89539, 1.64736, -5.72356], [8.70492, 2.80815, -5.48533], [8.79525, 0.82974, -6.35712], [9.88111, 0.84075, -3.57809], [7.83212, -0.46972, -3.85613], [2.19068, -4.05600, -6.88938], [-0.08171, -4.16304, -5.94599], [4.50734, -0.35913, -4.17720], [7.73119, 1.76813, -2.87437], [-0.08254, -0.18046, -2.68927], [2.53696, 0.90441, -2.73903], [2.22499, -0.23024, -3.42239], [8.19588, 1.56572, -5.40369], [2.97179, -2.03647, -4.87361], [-2.97560, 0.32284, 1.93783], [-0.93579, 1.20296, 6.93306], [-3.14665, -0.83849, 0.95351], [-0.33670, 0.69875, 8.07928], [-0.80705, 1.57302, -1.19722], [1.65787, -2.54558, -4.83771], [-4.25742, 0.87565, -0.69295], [-2.14499, 1.73844, -1.91633], [-2.82368, -0.20798, 3.37688], [-4.25615, 2.03722, 4.95272], [-1.35877, 2.44054, 3.93449], [-1.86315, 0.46301, 6.19548], [1.55649, 1.43301, -2.07116], [3.24719, -0.89641, -4.16438], [-0.65938, -0.57581, 8.52285], [-3.62180, -0.49491, -0.48858], [0.92579, -0.76101, -3.40234], [0.24436, 0.90064, -2.03843], [-1.58651, -1.32164, 7.81121], [-3.28108, 2.03756, -0.91631], [1.85583, -5.29731, -4.59628], [0.66192, -1.93856, -4.12502], [-2.18049, -0.81249, 6.66650], [-4.91543, 1.12708, 0.13470], [-3.79901, -1.57789, 1.41066], [1.76125, 2.33218, -1.50732], [-0.19998, -0.98979, 9.40591], [-0.39661, 1.96665, 3.76390], [-2.89667, -1.42556, 6.13762], [1.89467, -6.23818, -5.12754], [-1.94948, -0.85380, 3.46169], [4.97341, -0.71244, -3.41020], [0.37895, 1.28023, 8.64070], [-0.44941, 2.54412, -0.87183], [-4.38048, -1.22925, -0.74980], [3.74102, -2.52483, -5.44338], [-1.85601, -2.31054, 8.15069], [-2.83594, 2.29408, 0.04487], [2.81677, -4.99659, -4.19228], [-2.79641, -0.67182, -1.17007], [-2.07345, 2.59091, -2.58774], [-5.07496, 1.32749, 4.89155], [-2.04979, 0.84127, 1.71361], [-1.24493, 3.28819, 4.60215], [-2.37384, 0.87124, -2.52157], [-0.97069, 0.91795, -0.34344], [-2.16768, -1.30740, 0.87272], [-0.67020, 2.19721, 6.60297], [-4.28191, 2.48308, 5.94467], [-0.32894, -2.36548, -4.12162], [-3.82757, 0.99690, 1.93808], [-3.69402, -0.80124, 3.66181], [-3.82458, 2.92786, -1.21811], [-4.41073, 2.83140, 4.22551], [-1.71635, 2.76617, 2.96029], [1.12637, -5.30776, -3.79312], [-4.90239, 0.82028, -1.57038]],
  "mulliken_charge": [1.357, 1.146, 0.270, -0.232, -0.246, -0.252, -0.671, -0.663, -0.684, -0.694, -0.426, -0.683, -0.333, -0.531, 0.579, 0.612, -0.787, -0.039, -0.234, -1.038, -0.608, 0.140, 0.306, -1.168, -0.910, -0.939, -1.179, -1.204, 0.367, -0.703, -0.193, -0.415, -0.289, 0.403, 0.220, -0.580, -0.136, -1.009, -0.856, -0.252, 0.440, 0.473, 0.419, 0.378, 0.325, 0.301, 0.367, 0.459, 0.291, 0.379, 0.391, 0.447, 0.596, 0.364, -0.066, 0.379, 0.094, 0.369, 0.348, -0.052, 0.393, 0.438, -0.137, 0.308, 0.226, 0.379, 0.553, 0.300, 0.486, 0.439, 0.340, 0.368, 0.350, 0.410]
}